No. 1
Here is a single C3H4OS molecule from the Open Molecules 2025 dataset. Energies are from the ωB97M-V functional and the def2-TZVPD basis.

Output
Energy relative to the best compared isomer or geometry (same formula, charge and spin), kJ/mol: 140.9
HOMO, eV: -9.42
Energy, eV: -16056.6491
SMILES: O=C[C@H]1CS1

ORCA input file:
```
! wB97M-V def2-TZVPD RIJCOSX def2/J DEFGRID3
* xyz 0 1
C 1.45 -0.26 -0.20
C 0.18 0.26 0.48
C -0.92 1.12 -0.23
H 1.24 -0.93 -1.05
H 0.01 0.40 1.58
H -0.56 1.60 -1.18
H -1.44 1.78 0.34
O 2.58 -0.05 0.03
S -1.51 -0.57 -0.02
*
```



No. 2
Here is a single C3H4OS molecule from the Open Molecules 2025 dataset. Energies are from the ωB97M-V functional and the def2-TZVPD basis.

Output
Energy relative to the best compared isomer or geometry (same formula, charge and spin), kJ/mol: 506.6
HOMO, eV: -9.35
Energy, eV: -16052.8593
SMILES: O=CCC=S

ORCA input file:
```
! wB97M-V def2-TZVPD RIJCOSX def2/J DEFGRID3
* xyz 0 1
C 0.55 0.24 0.71
C -0.59 1.18 -0.10
C -1.38 -0.01 -0.57
H 0.54 0.04 1.85
H -0.86 2.09 0.45
H 0.15 1.39 -1.11
H -0.97 -0.72 -1.62
O -2.42 -0.73 0.29
S 1.81 -0.34 -0.13
*
```



No. 3
Here is 2 unconnected molecules or ions with the total composition C3H4OS from the Open Molecules 2025 dataset. Energies are from the ωB97M-V functional and the def2-TZVPD basis.

Output
Energy relative to the best compared isomer or geometry (same formula, charge and spin), kJ/mol: 513.4
HOMO (alpha / beta), eV: -8.23 / -9.49
Energy, eV: -16052.7892

ORCA input file:
```
! wB97M-V def2-TZVPD RIJCOSX def2/J DEFGRID3
* xyz 0 1
C -1.60 -0.49 -0.05
C -2.01 -1.48 0.53
C -0.88 0.41 -0.62
O 2.88 0.25 0.59
S 2.71 1.01 -0.85
H 2.75 1.04 1.22
H -2.50 -2.24 0.92
H -0.90 1.39 -0.24
H -0.46 0.11 -1.51
*
```



No. 4
Here is 2 unconnected molecules or ions with the total composition C3H4OS from the Open Molecules 2025 dataset. Energies are from the ωB97M-V functional and the def2-TZVPD basis.

Output
Energy relative to the best compared isomer or geometry (same formula, charge and spin), kJ/mol: 538.9
HOMO, eV: -9.30
Energy, eV: -16052.5240

ORCA input file:
```
! wB97M-V def2-TZVPD RIJCOSX def2/J DEFGRID3
* xyz 0 1
C -1.46 -0.46 0.30
C -0.48 0.71 0.69
C 0.65 0.71 -0.33
H -1.39 -1.77 1.06
H -1.07 1.81 0.83
H -0.27 0.06 1.72
H 0.39 1.48 -1.36
O -2.54 -0.23 -0.59
S 1.90 -0.35 -0.09
*
```



No. 5
Here is a single C3H4OS molecule from the Open Molecules 2025 dataset. Energies are from the ωB97M-V functional and the def2-TZVPD basis.

Output
Energy relative to the best compared isomer or geometry (same formula, charge and spin), kJ/mol: 328.8
HOMO, eV: -7.64
Energy, eV: -16054.7018
SMILES: OCC1=CS1

ORCA input file:
```
! wB97M-V def2-TZVPD RIJCOSX def2/J DEFGRID3
* xyz 0 1
C 1.29 -0.86 -0.56
C 0.38 -0.30 0.18
C -0.84 0.17 0.62
O -1.46 0.70 -0.52
S 2.16 0.25 0.40
H 1.53 -1.62 -1.41
H -0.76 1.28 -0.90
H -0.75 1.04 1.26
H -1.55 -0.66 0.92
*
```



No. 6
Here is a molecular structure, C3H4OS2 from the Open Molecules 2025 dataset. Energies are from the ωB97M-V functional and the def2-TZVPD basis.

Output
Energy relative to the best compared isomer or geometry (same formula, charge and spin), kJ/mol: 132.3
HOMO, eV: -8.82
Energy, eV: -26892.5175

ORCA input file:
```
! wB97M-V def2-TZVPD RIJCOSX def2/J DEFGRID3
* xyz 0 1
C -0.14 -0.45 -0.09
C 0.31 0.33 1.25
C 0.56 0.53 -1.05
H -1.73 -1.07 -0.99
H 0.33 -1.44 -0.07
H -0.52 0.94 1.60
H 0.63 -0.35 2.04
O -1.46 -0.55 -0.26
S 1.40 1.41 0.25
S 0.62 0.64 -2.67
*
```



No. 7
Here is a single C3H4OS2 molecule from the Open Molecules 2025 dataset. Energies are from the ωB97M-V functional and the def2-TZVPD basis.

Output
Energy relative to the best compared isomer or geometry (same formula, charge and spin), kJ/mol: 120.4
HOMO, eV: -9.27
Energy, eV: -26892.6409
SMILES: CSC(=S)C=O

ORCA input file:
```
! wB97M-V def2-TZVPD RIJCOSX def2/J DEFGRID3
* xyz 0 1
C 1.57 -0.64 0.07
C -1.29 -0.30 -0.07
C -1.06 1.20 -0.09
H 1.86 0.06 -0.75
H 1.56 -0.17 1.03
H 2.28 -1.48 0.10
H -2.03 1.75 -0.12
O -0.03 1.80 -0.05
S 0.00 -1.48 -0.12
S -2.85 -0.73 0.01
*
```



No. 8
Here is a single C3H4OS2 molecule from the Open Molecules 2025 dataset. Energies are from the ωB97M-V functional and the def2-TZVPD basis.

Output
Energy relative to the best compared isomer or geometry (same formula, charge and spin), kJ/mol: 273.4
HOMO, eV: -9.42
Energy, eV: -26891.0551

ORCA input file:
```
! wB97M-V def2-TZVPD RIJCOSX def2/J DEFGRID3
* xyz 0 1
C 0.33 0.07 0.74
C 0.49 -0.17 -0.56
C -0.55 0.13 -1.57
O -1.29 -0.84 -4.03
S 0.41 1.32 -2.97
S -0.21 -0.65 -3.12
H 0.91 -0.10 1.66
H -0.64 0.61 0.89
H 1.14 -0.89 -1.05
H -1.54 0.57 -1.42
*
```